Density functional theory data (the ωB97M-V functional and the def2-TZVPD basis) for 2 unconnected molecules or ions with the total composition C5H9NO3S at a distorted geometry.

Element x y z (Å)
N  3.15762  0.86402  -0.55605
S  1.77488  0.01524  -0.17692
O  2.07955  -1.32348  -0.35571
O  0.57548  0.60829  -0.70687
O  1.69080  0.30385  1.38093
H  3.92788  0.34973  -0.92365
H  2.91619  1.90686  -0.73433
H  0.82961  -0.21213  1.67065
C  -2.33133  2.07431  -0.47143
C  -1.96407  0.95566  -0.21466
C  -1.47074  -0.28134  0.28301
C  -0.93983  -0.51362  1.50078
C  -1.47406  -1.36170  -0.70154
H  -2.81389  2.86514  -1.11436
H  -0.67622  -1.50780  1.81815
H  -0.79504  0.20680  2.28050
H  -1.67089  -0.94261  -1.75628
H  -2.33707  -2.16019  -0.44552
H  -0.47887  -1.84703  -0.77669

DFT total energy: -874.435472 Ha
relative energy (zero: lowest compared OMol25 entry of this formula, charge and spin): 108.04 kcal per mole
LUMO: 0.37 eV
SMILES: NS(=O)(=O)O.C#CC(=C)C

Atomic partial charges in e from the Mulliken method, atoms 1 to 8: -0.53 1.19 -0.60 -0.54 -0.49 0.24 0.27 0.41